Record 1
This record from the OMol25 dataset describes a cluster of 3 separate species, CH2FNO in total. The level of theory is ωB97M-V/def2-TZVPD.

Calculated values
HOMO: -10.407 eV
Energy relative to the best compared isomer or geometry (same formula, charge and spin): 111.75 kcal/mol
LUMO: -2.953 eV
Largest force on an atom: 6.0 eV/Å
Gap between HOMO and LUMO: 7.45 eV

```
! wB97M-V def2-TZVPD RIJCOSX def2/J DEFGRID3
* xyz 0 1
C -0.04 -0.31 -0.01
N 1.00 0.32 0.04
O -1.15 -0.78 -0.01
F -3.52 0.29 0.03
H 2.46 1.09 0.35
H -3.56 -0.68 -0.07
*
```

Record 2
This record from the OMol25 dataset describes a cluster of 2 separate species, C7H14N2 in total. The level of theory is ωB97M-V/def2-TZVPD.

Calculated values
SMILES: Cc1c[nH]cn1.CCC
HOMO: -8.636 eV
Energy relative to the best compared isomer or geometry (same formula, charge and spin): 7.46 kcal/mol
LUMO: 0.838 eV
Largest force on an atom: 1.2 eV/Å
Gap between HOMO and LUMO: 9.47 eV

```
! wB97M-V def2-TZVPD RIJCOSX def2/J DEFGRID3
* xyz 0 1
C -2.83 1.14 0.16
C -1.84 0.11 0.55
C -0.98 -0.62 -0.21
N -0.31 -1.44 0.67
C -0.82 -1.21 1.91
N -1.66 -0.21 1.88
H -2.65 2.08 0.64
H -3.87 0.86 0.30
H -2.69 1.48 -0.86
H -0.64 -0.57 -1.23
H 0.24 -2.25 0.47
H -0.44 -1.67 2.80
C 3.50 0.04 -1.62
C 2.17 0.24 -0.91
C 1.45 1.51 -1.39
H 4.09 0.96 -1.56
H 3.36 -0.29 -2.65
H 4.09 -0.76 -1.18
H 1.57 -0.67 -1.03
H 2.30 0.27 0.18
H 1.59 1.65 -2.46
H 0.40 1.56 -1.13
H 2.02 2.30 -0.90
*
```

Record 3
This record from the OMol25 dataset describes a structure of composition C5H6N2. The level of theory is ωB97M-V/def2-TZVPD.

Calculated values
HOMO: -9.790 eV
Energy relative to the best compared isomer or geometry (same formula, charge and spin): 86.65 kcal/mol
LUMO: 0.785 eV
Largest force on an atom: 1.4 eV/Å
Gap between HOMO and LUMO: 10.58 eV

```
! wB97M-V def2-TZVPD RIJCOSX def2/J DEFGRID3
* xyz 0 1
N -0.63 -2.76 1.16
C -0.82 -1.84 0.48
C -0.64 -0.94 -0.63
C -0.17 0.43 -0.99
C 0.02 1.51 0.02
C 0.65 0.40 0.88
N 0.79 -0.49 -0.37
H -0.86 -1.49 -1.55
H -0.05 0.53 -2.07
H 0.78 2.19 -0.35
H -0.86 2.06 0.36
H 1.62 0.59 1.33
H -0.03 0.04 1.67
*
```